Density functional theory data (the ωB97M-V functional and the def2-TZVPD basis) for C49H59BN7O2S4Sn as an isolated structure at a distorted geometry.

The total charge is +3. Its gap between HOMO and LUMO is 5.0 eV. As for the largest force on an atom: 2.76 eV Å⁻¹. Its LUMO energy is -9.510 eV. The relative energy (zero: lowest compared OMol25 entry of this formula, charge and spin) is 1.925 eV. Its multiplicity is 1.

Last column: Löwdin charge in e.
Geometry (Å):
Sn -0.145 0.104 0.058  1.283
N -0.302 -2.004 -0.005  -0.354
S 0.171 -3.140 -0.845  0.827
N 1.750 -3.515 -0.845  -0.345
S 2.821 -3.215 -1.935  0.913
N 3.054 -1.737 -2.340  -0.341
S 3.034 -0.579 -1.213  0.829
N 1.707 -0.455 -0.585  -0.371
C 4.326 -0.900 -0.054  -0.321
C 5.651 -0.671 -0.416  -0.044
C 6.641 -0.924 0.517  -0.027
C 6.303 -1.398 1.781  -0.027
C 4.976 -1.631 2.118  -0.043
C 3.973 -1.379 1.196  -0.073
C 3.605 0.812 -2.120  -0.336
C 3.929 1.936 -1.360  -0.060
C 4.380 3.066 -2.017  -0.028
C 4.490 3.067 -3.404  -0.024
C 4.149 1.944 -4.146  -0.038
C 3.703 0.797 -3.505  -0.052
C 4.278 -3.985 -1.321  -0.331
C 5.420 -3.824 -2.104  -0.050
C 6.603 -4.389 -1.667  -0.030
C 6.630 -5.102 -0.470  -0.024
C 5.481 -5.256 0.292  -0.037
C 4.284 -4.695 -0.130  -0.056
C 2.553 -4.029 -3.469  -0.328
C 2.462 -3.313 -4.654  -0.050
C 2.281 -4.019 -5.836  -0.033
C 2.203 -5.405 -5.814  -0.024
C 2.301 -6.105 -4.614  -0.031
C 2.479 -5.420 -3.429  -0.055
C -0.364 -3.068 -2.536  -0.315
C -0.772 -4.218 -3.202  -0.044
C -1.221 -4.102 -4.510  -0.031
C -1.251 -2.860 -5.131  -0.032
C -0.820 -1.721 -4.459  -0.041
C -0.377 -1.819 -3.152  -0.085
C -0.529 -4.619 -0.195  -0.333
C 0.196 -5.804 -0.144  -0.056
C -0.441 -6.949 0.314  -0.032
C -1.777 -6.901 0.692  -0.025
C -2.482 -5.702 0.649  -0.038
C -1.858 -4.547 0.212  -0.071
H 5.900 -0.291 -1.399  0.130
H 7.677 -0.743 0.265  0.127
H 7.082 -1.579 2.511  0.125
H 4.727 -2.003 3.104  0.114
H 2.930 -1.538 1.420  0.046
H 3.836 1.916 -0.280  0.127
H 4.650 3.945 -1.447  0.127
H 4.852 3.953 -3.910  0.126
H 4.235 1.959 -5.224  0.122
H 3.448 -0.094 -4.060  0.094
H 5.374 -3.270 -3.034  0.128
H 7.502 -4.276 -2.257  0.126
H 7.560 -5.543 -0.134  0.126
H 5.514 -5.816 1.217  0.122
H 3.375 -4.796 0.449  0.106
H 2.543 -2.236 -4.642  0.101
H 2.215 -3.484 -6.774  0.126
H 2.073 -5.948 -6.742  0.126
H 2.252 -7.186 -4.609  0.126
H 2.580 -5.951 -2.489  0.119
H -0.756 -5.183 -2.713  0.122
H -1.557 -4.983 -5.041  0.127
H -1.616 -2.777 -6.147  0.126
H -0.836 -0.759 -4.954  0.124
H -0.045 -0.946 -2.604  0.068
H 1.232 -5.825 -0.447  0.090
H 0.108 -7.880 0.374  0.124
H -2.273 -7.806 1.016  0.126
H -3.521 -5.672 0.950  0.121
H -2.378 -3.598 0.175  0.090
C 1.571 -0.082 6.506  -0.079
C 0.700 -0.584 5.354  -0.283
C 1.577 -1.030 4.190  -0.333
S 0.756 -1.586 2.690  1.024
O 0.186 -0.223 2.132  -0.601
C -0.650 -2.527 3.321  -0.317
C -1.948 -1.745 3.464  -0.261
C -3.100 -2.718 3.706  -0.064
H 0.943 0.284 7.316  0.088
H 2.218 0.736 6.186  0.086
H 2.196 -0.884 6.902  0.086
H 0.031 0.212 5.020  0.114
H 0.091 -1.417 5.709  0.105
H 2.229 -1.864 4.468  0.109
H 2.198 -0.201 3.839  0.108
H -0.335 -2.977 4.264  0.109
H -0.775 -3.323 2.584  0.074
H -2.123 -1.171 2.554  0.078
H -1.879 -1.038 4.291  0.112
H -3.242 -3.380 2.848  0.070
H -4.026 -2.175 3.880  0.059
H -2.917 -3.337 4.585  0.094
B 0.511 4.945 0.851  -0.361
C 0.467 3.429 0.688  -0.177
N 0.436 2.261 0.570  0.062
H 1.059 5.496 1.807  0.047
H -0.628 5.269 1.156  0.039
H 1.216 5.375 -0.039  0.033
C -4.102 -1.550 -0.687  -0.007
N -4.372 -0.688 0.460  -0.048
C -5.753 -0.679 0.959  -0.117
C -5.785 -0.177 2.383  -0.131
C -5.092 1.165 2.436  -0.112
N -3.750 1.066 1.844  -0.046
C -2.787 2.110 2.206  0.011
C -3.467 0.218 0.853  -0.433
O -2.321 0.259 0.266  -0.138
H -4.503 -2.544 -0.489  0.095
H -3.033 -1.611 -0.861  0.057
H -4.581 -1.162 -1.589  0.111
H -6.142 -1.693 0.894  0.132
H -6.372 -0.047 0.316  0.144
H -5.266 -0.882 3.031  0.095
H -6.812 -0.085 2.730  0.138
H -4.983 1.502 3.465  0.133
H -5.675 1.919 1.901  0.145
H -2.952 2.398 3.241  0.105
H -2.903 2.993 1.573  0.113
H -1.772 1.746 2.096  0.050